Entry from the OMol25 dataset: a structure of composition C4H5N2 in a non-equilibrium geometry (ωB97M-V/def2-TZVPD).

```
11
C4H5N2 ωB97M-V/def2-TZVPD
C -2.4842 -0.1143 -1.3605
C -1.1632 0.0523 -0.9452
C 0.4722 0.0619 0.1765
C -0.4052 -1.0713 -0.1181
N -0.1624 0.9801 -0.6324
N 1.4332 0.4464 1.0021
H -0.9916 -1.5048 0.7448
H -0.2500 -2.0261 -0.7315
H 0.0662 2.0054 -0.7521
H 1.7329 -0.3032 1.6334
H 1.7521 1.4735 0.9828
```

Calculated values
Net charge ... +1
Relative energy (zero: lowest compared OMol25 entry of this formula, charge and spin) ... 4.121 eV
HOMO energy ... -0.5108 hartree
LUMO level ... -5.43 eV